(1)
Density functional theory data (ωB97M-V/def2-TZVPD) for a molecular structure, C22H48BrF12N6O13S4V at a distorted geometry.

Last column: Mulliken charge in e.
CARTESIAN COORDINATES (ANGSTROEM)
V: 0.739 0.232 1.676  1.157
C: 2.154 3.776 3.423  0.648
F: 3.262 3.049 3.228  -0.117
F: 1.627 3.558 4.637  -0.173
F: 2.469 5.094 3.373  -0.229
S: 0.912 3.473 1.941  0.089
O: 0.159 4.694 1.702  -0.573
O: 1.741 3.135 0.781  -0.453
N: 0.116 2.051 2.463  -0.008
S: -0.895 2.553 3.612  0.481
O: -0.829 1.635 4.752  -0.654
O: -0.869 3.942 4.058  -0.511
C: -2.627 2.290 2.620  0.557
F: -2.742 3.337 1.836  -0.217
F: -2.603 1.203 1.844  -0.136
F: -3.593 2.221 3.537  -0.254
C: 1.592 -3.224 -0.604  0.674
F: 0.271 -3.299 -0.448  -0.183
F: 2.024 -4.496 -0.913  -0.257
F: 1.926 -2.445 -1.618  -0.164
S: 2.458 -2.675 1.072  0.571
O: 1.481 -3.063 2.098  -0.665
O: 3.801 -3.254 1.192  -0.561
N: 2.379 -0.919 1.094  -0.048
S: 3.683 -0.420 0.319  0.119
O: 4.309 -1.285 -0.668  -0.548
O: 3.403 0.899 -0.249  -0.313
C: 4.998 -0.102 1.685  0.649
F: 4.687 1.055 2.292  -0.168
F: 5.081 -1.082 2.629  -0.228
F: 6.227 0.043 1.164  -0.214
Br: 0.001 0.584 -0.950  -0.679
C: -3.411 -1.675 -0.491  -0.731
O: -2.837 -2.570 0.534  -0.319
C: -2.908 -3.955 0.092  -0.887
C: -2.323 -4.908 1.163  -0.484
N: -2.439 -6.357 0.946  -0.418
C: -1.660 -6.681 -0.242  -0.199
C: -1.510 -8.206 -0.439  -0.748
O: -0.827 -8.559 -1.661  -0.387
C: 0.539 -8.128 -1.704  -0.572
H: -2.802 -1.704 -1.395  0.304
H: -3.507 -0.694 -0.025  0.071
H: -4.434 -1.945 -0.750  0.411
H: -2.292 -4.065 -0.800  0.336
H: -3.956 -4.167 -0.120  0.397
H: -2.971 -4.773 2.030  0.353
H: -1.301 -4.587 1.366  0.377
H: -2.174 -6.852 1.786  0.311
H: -0.656 -6.276 -0.111  0.223
H: -2.145 -6.214 -1.099  0.246
H: -2.523 -8.602 -0.514  0.357
H: -1.069 -8.585 0.483  0.381
H: 0.547 -7.048 -1.851  0.178
H: 1.055 -8.531 -2.576  0.263
H: 1.043 -8.457 -0.795  0.301
C: -1.606 4.008 -1.201  -0.773
C: -1.911 3.373 -2.577  0.171
C: -3.232 4.058 -3.133  -0.961
O: -3.564 3.478 -4.402  -0.308
C: -4.758 3.956 -4.946  -0.787
N: -0.783 3.504 -3.451  -0.348
H: -1.437 5.082 -1.287  0.398
H: -0.665 3.642 -0.792  -0.190
H: -2.372 3.759 -0.466  0.267
H: -2.123 2.306 -2.512  0.215
H: -3.004 5.096 -3.377  0.373
H: -4.010 3.968 -2.375  0.476
H: -4.361 4.866 -5.397  0.318
H: -5.522 4.192 -4.207  0.286
H: -5.152 3.423 -5.811  0.253
H: -1.217 3.422 -4.360  0.271
H: -0.670 4.507 -3.436  0.270
C: -2.018 -2.479 3.973  -1.753
C: -1.106 -1.324 3.529  1.392
C: 0.164 -1.268 4.327  -1.663
O: 1.146 -0.318 3.776  1.104
C: 2.101 0.056 4.767  -1.009
N: -0.698 -1.489 2.156  1.296
H: -2.089 -2.640 5.048  0.481
H: -1.676 -3.457 3.636  0.272
H: -3.069 -2.315 3.734  0.406
H: -1.574 -0.343 3.446  -0.364
H: 0.608 -2.244 4.520  0.591
H: -0.150 -0.824 5.272  0.623
H: 2.806 0.806 4.409  0.140
H: 2.623 -0.828 5.134  0.288
H: 1.683 0.479 5.681  0.294
H: -1.479 -1.725 1.561  -0.552
H: -0.067 -2.274 2.082  -0.161
C: 3.431 5.226 -2.009  -1.739
C: 2.451 4.343 -2.709  1.021
C: 2.982 3.817 -4.094  -1.115
O: 1.948 3.019 -4.664  -0.035
C: 2.119 2.876 -6.045  -0.930
N: 2.244 3.119 -1.960  0.174
H: 2.933 5.774 -1.209  0.348
H: 3.765 6.026 -2.670  0.528
H: 4.345 4.722 -1.695  0.293
H: 1.582 4.957 -2.950  0.086
H: 3.904 3.236 -4.084  0.334
H: 3.234 4.711 -4.664  0.391
H: 3.101 2.478 -6.302  0.298
H: 1.954 3.864 -6.476  0.357
H: 1.357 2.193 -6.418  0.217
H: 1.903 3.421 -1.059  -0.021
H: 3.151 2.746 -1.720  0.125

## Properties
Total energy: -230828.6122 eV
Orbital gap (spin up / spin down): 7.19 / 7.33 eV
E_HOMO (spin up / spin down): -5.08 / -5.22 eV
Molar mass: 1091.75 g mol⁻¹
Total charge: -1
Largest force on an atom: 5.2 eV/A
<S²>: 3.757
Spin multiplicity: 4

***

(2)
Density functional theory data (ωB97M-V/def2-TZVPD) for 3 unconnected molecules or ions with the total composition C5H15NO2 at a distorted geometry.

Last column: Mulliken charge in e.
CARTESIAN COORDINATES (ANGSTROEM)
C: 0.429 1.844 0.160  0.741
C: 1.079 2.832 1.071  -1.330
C: -0.972 2.018 -0.321  -0.871
N: 0.804 0.265 -1.456  -0.800
O: 1.256 1.128 -0.541  0.039
H: -0.526 0.221 1.781  0.314
H: 0.711 -1.714 -0.322  0.072
H: 1.637 -0.235 -1.775  0.217
H: 0.526 2.903 2.002  0.315
H: -0.999 2.550 -1.277  0.369
H: -1.377 1.021 -0.506  0.264
H: 1.113 3.822 0.623  0.326
H: 2.102 2.530 1.278  0.371
H: -1.565 2.572 0.401  0.327
C: 0.311 -2.737 -0.470  -0.701
C: -1.179 -2.654 -0.757  -0.780
O: 0.131 -0.537 1.621  -0.607
H: -0.180 -1.395 1.932  0.302
H: 0.511 -3.391 0.382  0.311
H: 0.838 -3.157 -1.326  0.331
H: -1.576 -3.630 -1.023  0.337
H: -1.352 -1.976 -1.588  0.239
H: -1.721 -2.279 0.110  0.211

## Properties
Total energy: -11009.2924 eV
Relative energy (zero: lowest compared OMol25 entry of this formula, charge and spin): 4.6539 eV
Orbital gap (spin up / spin down): 8.66 / 7.88 eV
E_HOMO (spin up / spin down): -8.07 / -7.32 eV
Molar mass: 121.18 g mol⁻¹
Total charge: 0
Largest force on an atom: 2.6 eV/A
Spin multiplicity: 1

***

(3)
Density functional theory data (ωB97M-V/def2-TZVPD) for 10 unconnected molecules or ions with the total composition H20O10 at a distorted geometry.

Last column: Mulliken charge in e.
CARTESIAN COORDINATES (ANGSTROEM)
H: 0.355 -0.840 -0.616  0.319
H: -0.275 0.552 -0.755  0.228
H: -3.099 0.573 -1.067  0.295
H: -2.442 1.657 -0.186  0.310
H: 4.036 -1.747 0.361  0.373
H: 4.391 -2.882 -0.641  0.294
H: -4.472 2.779 2.515  0.333
H: -3.431 1.961 1.792  0.309
H: 4.561 0.207 1.135  0.321
H: 4.978 -0.995 1.723  0.351
H: 3.755 1.353 -2.631  0.320
H: 4.591 2.434 -1.793  0.296
H: -3.217 -2.894 0.776  0.345
H: -4.338 -2.223 -0.199  0.272
H: 1.580 -1.581 0.996  0.223
H: 0.637 -1.792 2.115  0.301
H: -0.477 3.472 0.032  0.306
H: 0.584 4.313 -0.767  0.300
H: -3.380 -1.982 -1.886  0.340
H: -4.613 -2.843 -2.024  0.340
O: 0.438 0.126 -0.273  -0.549
O: -3.206 1.409 -0.608  -0.601
O: 4.752 -2.333 0.053  -0.654
O: -3.592 2.257 2.679  -0.640
O: 4.199 -0.401 1.765  -0.669
O: 3.754 2.146 -2.045  -0.617
O: -3.798 -2.060 0.574  -0.625
O: 1.357 -1.225 1.906  -0.557
O: 0.006 3.511 -0.791  -0.597
O: -3.636 -2.950 -2.141  -0.667

## Properties
Total energy: -20797.4200 eV
Relative energy (zero: lowest compared OMol25 entry of this formula, charge and spin): 5.1927 eV
Orbital gap: 10.52 eV
E_HOMO: -10.79 eV
Molar mass: 180.15 g mol⁻¹
Total charge: 0
Largest force on an atom: 3.7 eV/A
Spin multiplicity: 1

***

(4)
Density functional theory data (ωB97M-V/def2-TZVPD) for a molecular structure, C2H3CaFO at a distorted geometry.

Last column: Mulliken charge in e.
CARTESIAN COORDINATES (ANGSTROEM)
C: -0.437 0.405 0.351  0.862
C: -0.366 -0.828 -0.407  -1.440
H: -0.846 0.287 1.366  0.201
F: -1.244 1.340 -0.319  -0.239
H: -0.165 -1.767 0.110  0.462
H: -0.486 -0.795 -1.493  0.447
O: 0.984 1.096 0.596  -0.824
Ca: 2.561 0.262 -0.205  1.531

## Properties
Total energy: -25317.5937 eV
Relative energy (zero: lowest compared OMol25 entry of this formula, charge and spin): 0.0000 eV
Orbital gap (spin up / spin down): 7.73 / 8.36 eV
E_HOMO (spin up / spin down): -13.35 / -14.47 eV
Molar mass: 102.12 g mol⁻¹
Total charge: +1
Largest force on an atom: 3.8 eV/A
<S²>: 0.756
Spin multiplicity: 2

***

What is the molar mass in the fourth record? 102.12 g mol⁻¹

***

Number 3 is which compound? H20O10

***

What is the total energy in the second record? -11009.2924 eV